An isolated molecule of C2HNOS. Source: the OMol25 dataset; level of theory: ωB97M-V/def2-TZVPD.

## Properties
LUMO energy   -0.84 eV
SMILES   N#CC(=O)S
DFT total energy   -16460.1795 eV
Gap between HOMO and LUMO   0.374 Ha
F_max   0.2346 hartree/bohr
ΔE to the lowest compared entry with this formula, charge and spin   2.3541 eV

ORCA input file:
```
! wB97M-V def2-TZVPD RIJCOSX def2/J DEFGRID3
* xyz 0 1
S -0.080 1.650 -0.178
O -0.839 -0.510 0.947
N 1.240 -1.979 -1.205
C 0.819 -0.842 -0.714
C -0.085 -0.034 0.196
H -1.054 1.716 0.953
*
```

Atom charges from the Mulliken analysis, given in e for atoms 1 to 5: -0.2328 -0.3842 -0.3353 0.1229 0.6284

The ion C10H21N3O7PS with charge +1. Source: the OMol25 dataset; level of theory: ωB97M-V/def2-TZVPD.

## Properties
LUMO energy   -4.42 eV
SMILES   CCOCCOCn1nc([PH2]=O)[n+](CCCS(=O)(=O)O)c1O
DFT total energy   -49624.0048 eV
Gap between HOMO and LUMO   0.285 Ha
F_max   0.1430 hartree/bohr

ORCA input file:
```
! wB97M-V def2-TZVPD RIJCOSX def2/J DEFGRID3
* xyz 1 1
S -5.001 -2.934 0.507
P -2.498 1.943 2.437
O 2.273 1.495 -1.320
O -5.476 -2.351 1.810
O -6.198 -3.567 -0.173
O -1.774 1.249 3.614
O -3.895 -4.183 0.727
O 5.270 -0.199 -0.317
O -0.699 1.388 -2.674
N -0.168 2.526 0.733
N 0.222 2.363 -0.551
N -1.898 1.417 -0.446
C -1.490 1.962 0.839
C 3.415 1.542 -0.411
C -3.130 0.709 -0.894
C -4.387 -1.632 -0.681
C 1.502 2.725 -1.244
C -0.791 1.699 -1.306
C 5.525 -2.327 1.094
C 5.526 -1.619 -0.359
C -3.314 -0.643 -0.017
C 3.898 0.078 0.074
H 1.340 3.049 -2.327
H -3.051 -3.756 1.005
H -3.642 -0.436 1.056
H 6.457 -2.056 1.713
H -3.767 1.284 2.290
H -3.858 -2.167 -1.547
H 3.190 -0.762 -0.231
H -4.065 1.372 -0.890
H 5.587 -3.469 0.929
H 4.298 1.961 -1.024
H -2.281 -1.142 0.027
H -1.215 2.113 -3.120
H 2.060 3.568 -0.714
H 3.900 0.119 1.222
H -2.797 3.312 2.801
H -2.956 0.350 -1.977
H -5.301 -1.032 -1.029
H 4.832 -2.203 -1.061
H 4.558 -2.151 1.681
H 3.214 2.181 0.528
H 6.588 -1.776 -0.774
*
```

Atom charges from the Mulliken analysis, given in e for atoms 1 to 5: 1.0913 0.3492 -0.3297 -0.5553 -0.5909

A structure of composition C4H7NOS. Source: the OMol25 dataset; level of theory: ωB97M-V/def2-TZVPD.

## Properties
LUMO energy (alpha / beta)   0.69 / -0.88 eV
DFT total energy   -18627.1662 eV
Gap between HOMO and LUMO (alpha / beta)   0.250 / 0.291 Ha
F_max   0.0633 hartree/bohr
ΔE to the lowest compared entry with this formula, charge and spin   3.4537 eV

ORCA input file:
```
! wB97M-V def2-TZVPD RIJCOSX def2/J DEFGRID3
* xyz 0 3
S 1.542 0.402 1.270
O 1.005 -0.927 -2.054
N 0.499 -0.273 0.081
C 2.802 -0.104 0.111
C 1.260 -0.131 -1.051
C -1.680 0.792 0.549
C -0.948 -0.457 0.245
H 0.304 -1.580 -1.792
H -1.039 -1.159 1.017
H -2.724 0.699 0.700
H -1.464 1.300 1.430
H -1.791 1.564 -0.133
H 3.599 0.762 0.262
H -1.363 -0.888 -0.635
*
```

Atom charges from the Mulliken analysis, given in e for atoms 1 to 5: -0.1029 -0.3577 0.0860 -0.3916 0.0872

An isolated molecule of C5H7NO2. Source: the OMol25 dataset; level of theory: ωB97M-V/def2-TZVPD.

## Properties
LUMO energy   0.11 eV
SMILES   C=CC(=O)NCC=O
DFT total energy   -10881.4361 eV
Gap between HOMO and LUMO   0.359 Ha
F_max   0.0624 hartree/bohr
ΔE to the lowest compared entry with this formula, charge and spin   2.1813 eV

ORCA input file:
```
! wB97M-V def2-TZVPD RIJCOSX def2/J DEFGRID3
* xyz 0 1
O 1.259 2.306 -0.278
O -3.522 0.514 -0.554
N -0.204 0.871 0.683
C -1.327 -0.001 0.503
C -2.336 0.565 -0.515
C 1.708 0.078 -0.807
C 1.817 -1.192 -0.420
C 0.901 1.166 -0.160
H -1.965 -0.390 1.268
H -1.644 1.145 -1.246
H -0.952 -0.843 -0.017
H 1.535 -1.405 0.630
H 2.634 -1.708 -0.787
H -0.462 1.732 1.177
H 2.087 0.641 -1.600
*
```

Atom charges from the Mulliken analysis, given in e for atoms 1 to 5: -0.5685 -0.4530 -0.1879 -0.5882 0.1752

A cluster of 2 separate species, C5H13N in total. Source: the OMol25 dataset; level of theory: ωB97M-V/def2-TZVPD.

## Properties
LUMO energy (alpha / beta)   0.96 / 0.97 eV
SMILES   CC1(N)CC1.C
DFT total energy   -6880.3906 eV
Gap between HOMO and LUMO (alpha / beta)   0.290 / 0.286 Ha
F_max   0.0561 hartree/bohr
ΔE to the lowest compared entry with this formula, charge and spin   5.8067 eV

ORCA input file:
```
! wB97M-V def2-TZVPD RIJCOSX def2/J DEFGRID3
* xyz 0 1
N -1.986 -0.357 -0.855
C -0.917 1.179 0.598
C -0.807 -0.199 -0.067
C -0.282 0.384 1.647
C -0.069 -1.526 -0.140
C 2.259 0.690 -0.756
H -2.031 -0.967 -1.661
H 2.947 1.476 -1.048
H 1.107 0.950 -0.640
H -1.943 1.455 0.830
H 2.106 0.088 -1.650
H -0.393 1.984 0.100
H 0.913 -1.467 0.321
H -0.843 -0.093 2.436
H 0.619 0.772 2.099
H -2.903 -0.442 -0.433
H 0.136 -1.807 -1.175
H -0.638 -2.356 0.286
H 2.729 0.234 0.107
*
```

Atom charges from the Mulliken analysis, given in e for atoms 1 to 5: -0.5810 -0.4427 0.4966 -0.6634 -1.3171

A structure of composition C17H28N4ReS5SbSe. Source: the OMol25 dataset; level of theory: ωB97M-V/def2-TZVPD.

## Properties
LUMO energy   -14.63 eV
DFT total energy   -152193.5302 eV
Gap between HOMO and LUMO   0.165 Ha
F_max   0.0091 hartree/bohr

ORCA input file:
```
! wB97M-V def2-TZVPD RIJCOSX def2/J DEFGRID3
* xyz 4 1
Re -0.205 -0.197 -0.033
Sb -2.675 4.861 -2.004
Se 1.810 0.464 1.094
S -1.158 1.639 -0.130
S 0.138 -0.970 -1.906
S -1.336 -1.707 1.271
S -1.132 6.114 -1.233
S -4.187 3.543 -2.731
N 3.113 -2.062 1.731
N 4.095 -0.952 0.125
N -2.224 -3.546 -0.534
N -3.828 -2.388 0.649
C -0.920 -4.220 -0.711
C -2.580 -2.627 0.334
C 4.911 -2.037 0.392
C 3.024 -0.992 0.931
C 4.284 -2.742 1.424
C 2.223 -2.454 2.824
C -3.262 -6.367 -1.118
C -0.953 -5.653 -0.180
C 6.680 -3.574 0.398
C 6.050 -4.286 1.449
C 4.849 -3.890 1.985
C -1.758 -6.638 -1.030
C -4.915 -2.022 2.842
C -6.206 -2.823 2.637
C -4.411 -1.371 1.559
C -7.450 -1.942 2.643
C 6.130 -2.441 -0.153
H 1.933 -3.494 2.689
H 4.300 -0.217 -0.539
H 1.341 -1.820 2.828
H -6.159 -3.394 1.700
H -8.328 -2.497 2.320
H -7.347 -1.078 1.979
H -3.800 -7.272 -1.395
H -0.164 -3.626 -0.199
H -4.120 -2.648 3.259
H -7.647 -1.564 3.646
H -3.519 -5.639 -1.899
H -3.676 -6.044 -0.157
H 2.747 -2.341 3.772
H -3.659 -0.606 1.745
H -6.280 -3.575 3.422
H -1.327 -5.640 0.849
H -1.329 -6.675 -2.035
H -5.230 -0.911 1.005
H 6.622 -1.895 -0.946
H -4.514 -3.034 0.266
H 7.631 -3.933 0.028
H -0.701 -4.214 -1.782
H -1.604 -7.630 -0.607
H 0.084 -5.993 -0.135
H -2.986 -4.037 -0.998
H 6.540 -5.167 1.843
H -5.091 -1.221 3.564
H 4.385 -4.433 2.797
*
```

Atom charges from the Mulliken analysis, given in e for atoms 1 to 5: 0.7046 1.3354 0.0191 0.1148 0.0771

A cluster of 7 separate species, C39H37N7O13 in total. Source: the OMol25 dataset; level of theory: ωB97M-V/def2-TZVPD.

## Properties
LUMO energy   -2.17 eV
SMILES   O=[N+]([O-])c1ccccc1.O=[N+]([O-])c1ccccc1.O=[N+]([O-])c1ccccc1.O=[N+]([O-])c1ccccc1.O=[N+]([O-])c1ccccc1.O=[N+]([O-])c1ccccc1.CN(C)C=O
DFT total energy   -78051.4034 eV
Gap between HOMO and LUMO   0.248 Ha
F_max   0.2340 hartree/bohr
ΔE to the lowest compared entry with this formula, charge and spin   21.7872 eV

ORCA input file:
```
! wB97M-V def2-TZVPD RIJCOSX def2/J DEFGRID3
* xyz 0 1
O -0.269 -2.061 -2.758
O -0.829 2.390 -5.708
O 0.728 -0.383 0.944
O -1.456 -2.425 -0.768
O 5.467 -3.879 -1.428
O -4.574 3.204 1.673
O 2.603 0.576 -5.973
O -3.008 4.507 0.765
O -3.009 2.662 -6.176
O 1.306 -9.005 2.156
O 0.481 -8.193 0.393
O 3.410 -3.432 -0.884
O 3.624 2.518 -5.889
N 0.798 -8.059 1.521
N -3.584 3.888 1.809
N -1.298 -1.913 -2.009
N -2.049 2.389 -5.386
N 4.676 -3.240 -0.699
N -0.826 0.552 2.404
N 3.011 1.471 -5.398
C -0.404 -0.500 1.620
C -1.179 4.835 4.806
C 2.158 0.108 -1.702
C 6.052 -0.462 2.345
C -2.099 4.459 5.892
C 1.066 -6.364 3.374
C -4.013 3.842 4.366
C -3.624 -1.236 -5.237
C 2.530 1.464 -0.895
C 2.810 1.397 -3.869
C 0.648 -5.578 0.874
C -3.646 -0.866 -2.103
C -1.680 4.528 3.388
C -2.543 -1.568 -2.766
C 6.600 -1.827 0.196
C -1.072 1.901 -2.930
C 0.863 -6.641 1.936
C -2.187 0.527 3.080
C 1.406 -4.839 3.766
C 0.832 -4.090 1.355
C -4.828 -0.739 -4.524
C 4.069 -1.764 1.229
C 1.163 -3.703 2.657
C -3.414 4.015 5.784
C 3.054 2.617 -1.570
C -4.959 -0.510 -3.116
C -2.301 2.346 -3.932
C -2.498 -1.658 -4.347
C -3.803 2.547 -1.812
C 7.025 -0.873 1.378
C 5.162 -2.248 0.203
C 2.248 0.154 -3.201
C -1.343 1.947 -1.499
C -3.148 4.195 3.123
C 3.237 2.608 -3.042
C -3.571 2.662 -3.306
C 4.600 -0.646 2.280
C -0.011 1.782 2.654
C -2.617 2.201 -0.926
H 3.125 -1.974 1.279
H 0.056 1.986 3.625
H 1.176 -7.263 4.089
H 0.355 -5.691 -0.158
H -4.021 3.765 6.644
H -3.824 -0.815 -1.105
H -5.737 -0.525 -5.038
H 7.961 -0.378 1.516
H -0.184 4.978 5.075
H -0.898 -1.462 1.578
H -2.320 1.420 3.599
H -1.172 4.867 2.352
H 1.818 -0.702 -1.226
H 6.484 0.083 3.198
H 2.253 -0.671 -3.822
H 0.720 -3.302 0.538
H -1.903 4.710 6.912
H 3.618 3.451 -3.619
H -2.541 2.163 0.126
H -4.877 2.713 -1.390
H 4.181 -0.011 3.170
H 1.769 -4.618 4.878
H 7.160 -2.164 -0.581
H 3.291 3.568 -1.023
H -3.053 0.718 2.343
H -0.185 1.902 -3.502
H 2.314 1.290 0.216
H -5.030 3.604 4.195
H -1.579 -1.703 -4.905
H -0.460 2.664 2.194
H -5.938 -0.269 -2.759
H -2.274 -0.015 3.824
H 0.832 1.478 1.916
H -0.562 1.730 -0.779
H -4.103 2.888 -4.077
H -3.622 -1.362 -6.367
H 1.371 -2.651 2.987
*
```

Atom charges from the Mulliken analysis, given in e for atoms 1 to 5: -0.5076 -0.5570 -0.3847 -0.5103 -0.5921

- Which value of DFT total energy does entry 7 give?
  -78051.4034 eV

- Among the records above, which one has the lowest DFT total energy?
  C17H28N4ReS5SbSe

- Among the records above, which one has the lowest DFT total energy?
  C17H28N4ReS5SbSe

- The highest F_max belongs to which entry?
  C2HNOS